The ion C8H15N2 with charge +1 in a non-equilibrium geometry. Source: OMol25; level of theory: wB97M-V/def2-TZVPD.

Structure (XYZ):
```
25
Properties=species:S:1:pos:R:3:forces:R:3:mulliken_charge:R:1
C 0.37381 -1.75510 0.08933 0.17 -0.20 -4.12 -1.368
C 0.85115 -0.32091 -0.15042 0.36 -0.07 -0.07 1.214
C 1.45688 -0.07273 -1.56453 -0.74 -0.26 0.74 -1.452
C 1.79757 0.12699 0.91655 1.44 1.27 -0.08 -1.593
N -0.50836 0.54459 0.05148 0.95 2.41 -0.85 1.090
C -0.38320 2.05375 0.19247 -1.36 -0.52 4.36 -0.797
C -1.32686 0.10035 1.08506 -1.58 -2.03 1.69 -0.471
C -2.35497 -0.54415 0.55495 -1.05 -0.52 1.10 -0.232
C -2.26600 -0.33623 -0.85459 1.84 1.19 -0.24 -0.556
N -1.20575 0.36180 -1.16866 -1.94 -1.31 -0.36 -0.837
H 0.16336 -1.91574 1.09263 0.04 -0.66 1.82 0.476
H -0.61935 -1.92394 -0.49468 2.14 -0.17 0.82 0.285
H 1.20270 -2.40132 -0.36559 -1.40 0.54 1.00 0.410
H 2.16644 -0.83374 -1.84001 0.16 -0.66 0.33 0.435
H 2.01695 0.83052 -1.67498 0.13 0.90 0.35 0.377
H 0.68367 -0.07579 -2.29732 -0.40 -0.07 -0.59 0.440
H 2.05908 1.20574 0.88689 -0.21 -0.53 -0.40 0.378
H 1.48803 -0.02624 1.91609 -0.70 -0.51 1.07 0.408
H 2.76282 -0.38396 0.82677 -0.27 -0.11 -0.22 0.415
H 0.43568 2.36450 -0.36095 0.94 1.05 -1.43 0.332
H -1.41305 2.47782 0.11431 1.08 -0.20 -0.92 0.328
H -0.18798 2.24533 1.32532 0.21 -0.35 -1.99 0.386
H -1.23677 0.08996 2.16803 1.11 0.62 -0.33 0.400
H -3.05416 -1.13380 1.16212 0.05 0.50 -0.67 0.415
H -2.90169 -0.67769 -1.61025 -0.96 -0.31 -1.01 0.520
```
Forces are in eV/Å.

The calculation puts the HOMO-LUMO gap at 10.48 eV. The maximum force comes out at 4.60 eV/Å. The HOMO energy comes out at -14.76 eV. As for the structure (SMILES): CC(C)(C)[N@+]1(C)C=CC=N1. For the energy relative to the best compared isomer or geometry (same formula, charge and spin), the calculation gives 263.1 kJ/mol. For the calculated total energy, the calculation gives -422.99412 Eh. As for the total charge: +1.